The following is a quantum chemistry calculation of a 9-piece molecular cluster, C50H91F6N3O18PS2 overall, from the OMol25 dataset.

XYZ file:
```
171
Properties=species:S:1:pos:R:3:forces:R:3:lowdin_charge:R:1
S -1.383673 -2.800158 1.544965 -1.23 -3.50 0.85 0.83
S 3.490571 -0.436368 0.664699 -0.06 -0.20 0.16 0.25
P 3.093410 -1.485610 -0.912862 0.38 0.52 0.95 0.46
F -0.787001 0.161637 4.169422 -0.06 0.23 0.06 0.19
F -2.868280 -1.268537 3.037584 -0.50 -0.24 -0.14 0.17
F -0.964950 -1.897991 4.698683 0.14 -0.65 0.10 0.22
F 0.598210 -1.230420 3.322023 0.38 -0.31 -0.11 0.19
F -1.144905 -4.016729 -1.891518 -0.53 0.46 0.44 0.10
F -1.541596 -0.118288 1.776485 0.00 0.06 -0.38 0.13
O 6.110004 -5.087849 -1.399417 -0.06 0.16 0.02 0.08
O 0.064036 7.523166 4.423858 0.07 -0.03 -0.04 0.09
O 7.532854 -5.368977 0.247287 0.06 0.36 -0.05 0.01
O 7.786925 -9.776925 2.890443 0.00 -0.14 0.14 0.09
O 1.787450 3.410879 -0.401434 -0.28 0.07 -0.13 0.08
O 7.130548 3.202108 0.338292 0.28 0.10 -0.18 0.00
O 9.211972 -10.033920 4.534371 0.12 0.33 -0.02 0.00
O -7.660312 4.808920 -7.677325 -0.34 0.14 -0.32 0.06
O -8.658023 -5.289154 5.541340 0.00 -0.06 -0.10 0.12
O -0.434008 -3.578451 2.294148 0.57 1.09 -0.33 -0.24
O 1.050433 9.318311 3.645747 0.29 -0.20 -0.09 0.01
O -5.311733 4.932838 -4.556585 0.24 0.31 0.15 0.01
O -2.662824 -3.454699 1.413028 0.29 1.04 -0.46 -0.25
O -3.874473 3.283680 -4.544503 0.02 0.26 -0.36 0.06
O 1.462919 4.825833 1.249675 -0.09 0.17 -0.33 0.02
O -7.272845 -4.801724 3.909033 -0.13 -0.18 -0.26 0.00
O 6.096000 2.684353 -1.527526 0.09 -0.03 -0.02 0.10
O -9.519757 5.923499 -7.974453 -0.03 0.05 0.37 0.01
N -0.256412 -3.449321 -0.994714 2.29 -1.61 -0.49 -0.04
N 1.668966 -6.770242 0.978896 0.11 0.52 -0.02 0.11
N 1.084732 -0.327966 -2.222322 -0.01 -0.14 -0.24 -0.04
C 0.367180 -1.383456 -0.037029 0.69 0.31 0.65 -0.12
C 10.067508 -11.865301 5.901810 -0.06 -0.07 -0.14 -0.06
C -5.651048 3.041253 -6.102140 0.17 0.31 -0.38 0.02
C -6.479468 -3.870331 3.174689 0.18 0.11 0.02 -0.23
C 6.008164 3.075340 -0.395809 -0.28 -0.23 0.14 -0.52
C 8.029880 -10.288877 3.951055 -0.12 -0.34 -0.09 -0.52
C 0.973419 5.136903 2.565386 0.11 -0.03 0.32 -0.22
C -2.142266 -1.826651 -0.815152 0.51 0.52 0.25 -0.12
C 1.072604 10.488173 2.818854 -0.07 0.30 -0.04 -0.23
C 1.306218 2.408507 1.679611 -0.58 -0.05 0.11 0.01
C -11.028013 6.453693 -9.819417 0.09 -0.15 -0.04 -0.06
C 0.827838 -2.830292 -1.886937 0.12 1.19 -1.29 -0.01
C -6.365753 5.704002 -5.158746 -0.24 0.02 0.13 -0.22
C 9.541308 -10.445920 5.865918 0.08 -0.21 0.18 -0.23
C -7.729388 5.231104 -4.701234 0.06 -0.17 0.19 -0.07
C -1.391027 9.087290 3.392958 0.03 -0.09 -0.44 0.02
C 0.618837 11.719517 3.574281 -0.09 -0.06 0.13 -0.06
C 7.077875 -11.269590 4.593578 -0.17 0.27 0.33 0.02
C -8.282785 5.587136 -8.356290 0.02 -0.17 -0.36 -0.50
C 6.356515 -5.603331 -0.338459 -0.02 -0.32 -0.09 -0.54
C -7.537988 -3.215693 5.785745 -0.21 0.30 -0.26 0.01
C -1.658663 -1.218664 2.524204 0.76 0.51 0.47 -0.46
C -7.730091 6.115625 -9.656870 0.14 0.42 0.15 0.03
C -0.825917 -2.346960 -0.154573 -1.23 2.08 -0.66 -0.31
C 7.155079 3.817363 1.626617 -0.06 -0.02 0.23 -0.24
C -3.119034 1.173876 -0.970427 0.52 0.66 -0.71 -0.23
C -5.050749 -3.824255 3.675837 -0.09 -0.09 0.28 -0.06
C -10.287388 6.960654 -8.600262 -0.18 0.11 -0.24 -0.23
C -1.872420 0.590886 -1.698227 -0.83 0.02 -0.23 -0.19
C 1.241867 -1.442257 -1.313242 0.20 -1.38 -0.03 -0.55
C 8.342329 -7.220677 1.623489 -0.03 0.26 -0.32 -0.07
C 0.381451 -4.621307 -0.311941 0.10 -1.71 0.97 -0.15
C 2.121379 -5.521407 1.110838 -0.58 -0.20 -0.38 -0.10
C -0.650631 -1.088080 3.719819 -0.40 0.88 -0.14 -0.60
C 5.381770 -6.568275 0.296436 -0.12 0.31 0.38 0.01
C 1.437406 -0.614217 -3.617769 -0.28 0.22 -0.52 -0.28
C 7.849266 -5.790418 1.583135 0.17 -0.28 0.20 -0.22
C -0.044559 8.568864 3.838098 -0.28 0.18 0.21 -0.53
C 1.511372 3.586172 0.757271 0.06 -0.22 0.21 -0.54
C -2.005611 -0.904585 -2.033564 -0.13 0.28 -0.11 -0.15
C 6.791532 2.838330 2.724271 -0.09 -0.11 -0.04 -0.06
C -4.011447 2.020304 -1.923820 -0.03 -0.74 0.75 -0.09
C -4.865828 3.764858 -5.036679 -0.18 -0.30 -0.03 -0.51
C 4.666032 3.340450 0.243029 0.26 0.57 0.03 0.00
C -0.114450 -5.917193 -0.444210 0.24 1.11 -0.07 0.05
C 2.053751 4.981482 3.612285 0.13 -0.18 -0.04 -0.06
C -7.890465 -4.499889 5.070265 0.09 0.09 0.32 -0.53
C 1.512089 -4.456023 0.472998 0.14 1.35 -0.15 -0.03
C 0.598644 -6.918161 0.217018 -0.54 -0.71 -0.24 -0.10
C 1.991401 0.625235 -4.349605 0.07 -0.90 -0.13 -0.05
H 8.637207 -5.116131 1.914658 -0.03 0.09 -0.15 0.12
H 0.143788 -0.345550 0.200377 -0.52 -0.17 -0.25 0.11
H 0.660467 6.174027 2.522872 0.03 0.01 -0.16 0.10
H -1.870197 9.583524 4.235675 0.00 0.00 0.01 0.10
H 5.773728 2.463673 2.607047 -0.02 0.07 0.02 0.06
H -6.314185 2.323125 -5.619728 0.00 0.01 0.02 0.10
H -2.937418 -0.999530 -2.599848 0.04 -0.11 0.02 0.13
H 4.698020 4.057897 1.062051 0.02 -0.14 0.09 0.08
H 2.410045 3.951096 3.674663 -0.06 -0.02 0.03 0.07
H 7.458628 1.976678 2.695117 0.05 0.04 0.02 0.08
H -6.202545 6.726248 -4.817617 0.16 -0.07 0.12 0.12
H 4.007143 3.753350 -0.511080 -0.01 -0.19 -0.12 0.08
H 1.922997 -3.464083 0.627367 0.06 -0.16 0.12 0.09
H 6.526579 4.709196 1.641796 -0.05 -0.04 -0.01 0.11
H 4.381619 -6.213559 0.067203 0.01 -0.15 -0.24 0.05
H 0.700649 12.604523 2.943350 0.02 -0.01 -0.01 0.08
H -1.347863 9.772117 2.549789 0.01 0.11 0.11 0.07
H -8.142217 7.075215 -9.958006 -0.11 -0.09 -0.07 0.07
H -11.001457 7.282385 -7.844541 0.07 -0.09 0.10 0.12
H 1.732223 1.555011 -3.847999 0.01 0.03 -0.06 0.08
H -3.742805 0.388416 -0.537958 0.17 0.07 0.32 0.09
H 2.911721 5.606037 3.361768 -0.06 0.08 0.02 0.09
H -7.788151 5.262631 -3.611684 0.02 0.10 0.00 0.08
H -7.917288 5.381690 -10.439467 -0.01 -0.01 0.00 0.10
H 8.692849 -10.299625 6.535941 -0.04 -0.04 -0.05 0.11
H 0.830953 1.622186 1.096088 0.20 -0.06 -0.06 0.06
H -6.765957 -3.427132 6.524332 0.00 -0.01 0.01 0.10
H -4.607775 -4.819817 3.640504 0.00 0.01 -0.08 0.09
H -6.272989 5.717197 -6.238981 0.06 -0.19 -0.03 0.09
H 10.319076 -9.758472 6.193667 -0.02 0.08 -0.12 0.12
H 3.070590 0.512843 -4.461217 0.02 0.39 0.25 0.08
H 7.240905 -12.252879 4.154749 0.01 0.00 -0.01 0.10
H 7.171194 -11.338894 5.674556 0.10 -0.11 -0.04 0.07
H 1.638447 0.467430 -1.910406 -0.19 0.05 0.29 0.11
H 0.909265 -1.712701 0.860946 0.42 0.11 -0.34 0.07
H 2.274666 2.054648 2.029826 0.01 -0.01 -0.01 0.07
H 7.583913 -7.919138 1.281556 -0.05 -0.05 0.12 0.06
H 0.499428 10.325424 1.905108 -0.05 -0.03 0.05 0.11
H -2.625616 -1.223359 -0.040319 -0.01 -0.12 -0.03 0.10
H 10.366254 -12.134999 6.914771 0.01 0.02 0.00 0.08
H -11.665567 5.612034 -9.549265 -0.04 0.05 0.04 0.09
H -7.922023 4.204215 -5.007365 -0.03 0.05 -0.14 0.07
H 6.999429 -5.625970 2.248934 -0.05 -0.02 -0.07 0.11
H 3.508260 -2.841622 -0.853220 -0.09 0.14 -0.25 -0.01
H 2.111922 10.605193 2.517518 0.03 -0.13 0.07 0.12
H -9.658903 7.823693 -8.823301 0.06 -0.05 -0.03 0.11
H 5.519349 -7.558523 -0.134029 0.02 0.00 0.00 0.10
H 9.319095 -12.581383 5.561895 -0.04 0.00 0.08 0.07
H -4.454674 -3.156152 3.063571 0.01 0.02 -0.09 0.04
H 8.180541 4.156672 1.763792 0.03 -0.04 -0.12 0.12
H -2.817026 -2.665319 -0.972718 0.16 -0.06 -0.03 0.12
H -4.884483 1.412832 -2.178194 0.01 0.22 -0.35 0.07
H -1.999173 8.238457 3.089389 -0.02 -0.04 0.19 0.09
H 2.994483 -5.343477 1.723438 -0.02 -0.08 0.06 0.12
H 2.166086 -1.433757 -3.727495 0.01 0.04 0.19 0.10
H 3.739723 -0.954260 -2.044087 -0.32 -0.36 -0.22 0.01
H 5.463282 -6.634534 1.379368 0.11 -0.16 -0.03 0.07
H 0.535710 -0.949369 -4.144225 0.00 -0.01 0.12 0.10
H 0.376527 -2.814421 -2.879382 -0.20 0.43 0.16 0.14
H -8.428360 -2.857855 6.296453 0.02 -0.15 0.12 0.09
H -3.490041 2.327200 -2.827070 -0.15 -0.03 0.27 0.03
H -11.649270 7.243075 -10.241995 0.00 0.01 0.02 0.09
H 1.698892 -3.465224 -2.029948 -0.34 -0.60 0.64 0.13
H 0.236946 -7.933828 0.088280 0.07 0.01 0.09 0.12
H 0.081987 4.551182 2.794698 0.04 -0.07 -0.04 0.12
H -4.383283 2.903708 -1.403396 0.01 0.03 -0.12 0.08
H 4.254579 2.396827 0.599416 0.02 -0.03 -0.07 0.04
H 9.206722 -7.335604 0.968299 0.04 0.05 0.05 0.09
H -4.999650 -3.485073 4.711665 -0.03 0.06 -0.02 0.07
H -2.736925 1.842901 -0.197010 -0.23 -0.25 0.29 0.10
H 1.233792 11.863669 4.462478 0.06 0.02 -0.05 0.09
H -8.515278 5.862340 -5.114529 0.02 -0.01 -0.04 0.08
H -1.210361 -1.184343 -2.726680 -0.01 -0.19 0.14 0.08
H -0.977022 -6.140937 -1.051400 0.00 -0.17 0.10 0.13
H 8.629432 -7.499198 2.632565 0.00 -0.03 0.03 0.07
H -6.947957 -2.884401 3.166325 0.01 0.00 0.07 0.11
H -6.493605 -4.229785 2.146488 -0.09 -0.09 0.03 0.12
H 6.061886 -10.948802 4.376630 0.03 -0.06 -0.18 0.09
H 1.597842 0.614311 -5.365666 -0.07 0.29 0.07 0.08
H -0.950664 0.850845 -1.185209 0.03 -0.21 0.10 0.08
H -7.198792 -2.417127 5.129597 0.13 -0.06 0.03 0.07
H -4.945515 2.503961 -6.733078 0.03 -0.14 0.17 0.09
H 0.663032 2.602566 2.535286 0.14 0.10 0.07 0.07
H 6.873657 3.313336 3.702516 0.02 0.01 -0.01 0.08
H -6.235164 3.691610 -6.747986 -0.03 -0.11 0.23 0.04
H -0.415083 11.629578 3.908057 -0.03 0.02 -0.08 0.07
H -1.828760 1.107220 -2.660911 0.29 -0.04 0.05 0.11
H 10.930675 -11.962917 5.243637 0.04 0.04 0.05 0.09
H -6.656337 6.246202 -9.543412 0.01 -0.19 -0.01 0.09
H -10.342345 6.105122 -10.591958 0.01 0.08 -0.02 0.07
H 1.676740 5.279462 4.589124 -0.02 0.07 -0.03 0.08
```
Forces are in eV/Å.

HOMO-LUMO gap ... 8.290 eV
Spin multiplicity ... 1
HOMO energy ... -11.2 eV
Charge ... +1

=====

The following is a quantum chemistry calculation of a 2-piece molecular cluster, C2H7NO overall, from the OMol25 dataset.

XYZ file:
```
11
Properties=species:S:1:pos:R:3:forces:R:3:lowdin_charge:R:1
O -1.591761 0.499296 -2.396524 -1.03 -4.33 0.88 -0.05
N -0.510349 -0.714936 0.537399 -0.70 -2.10 -0.54 0.01
C 0.813877 -0.685107 0.802643 2.13 3.40 2.48 -0.28
C 1.314749 0.555888 1.179347 -2.14 -1.20 -1.16 -0.03
H 1.308383 -1.643346 1.017650 -0.08 0.50 -0.72 0.11
H 2.242182 0.984242 1.448682 1.15 -0.72 0.30 0.01
H -1.086381 -0.203248 -1.873768 -0.77 1.91 -1.12 0.05
H -1.136078 1.287956 -2.384005 1.86 2.47 0.25 -0.02
H 0.548806 1.355051 1.137818 0.40 -0.37 -0.15 0.04
H -1.065781 0.095806 0.455173 -0.26 0.83 -0.09 0.07
H -0.837646 -1.531606 0.075583 -0.57 -0.37 -0.12 0.08
```
Forces are in eV/Å.

HOMO-LUMO gap ... 8.995 eV
Spin multiplicity ... 1
HOMO energy ... -8.1 eV

=====

The records above give, respectively, DFT total energy values of -141904.50073, -5723.69877 eV.
The records above give, respectively, max |F| values of 3.8, 4.7 eV Å⁻¹.